[1]
{
  "formula": "C18H41F8Mn2N4O9S2",
  "method": "ωB97M-V/def2-TZVPD",
  "total_charge": 1,
  "homo_lumo_gap_ha": [0.3594, 0.3534],
  "s2": 30.01,
  "homo_energy_ev": [-11.92, -12.18],
  "energy_ev": -149762.3449,
  "multiplicity": 11,
  "elements": ["Mn", "Mn", "F", "F", "C", "F", "F", "F", "S", "O", "O", "N", "S", "O", "O", "C", "F", "F", "F", "C", "O", "C", "C", "N", "C", "C", "O", "C", "H", "H", "H", "H", "H", "H", "H", "H", "H", "H", "H", "H", "H", "H", "H", "C", "O", "C", "C", "N", "C", "C", "O", "C", "H", "H", "H", "H", "H", "H", "H", "H", "H", "H", "H", "H", "H", "H", "H", "C", "C", "C", "O", "C", "N", "H", "H", "H", "H", "H", "H", "H", "H", "H", "H", "H"],
  "xyz": [[-0.484141, 1.566738, 1.178658], [1.230599, -1.282962, 0.632178], [1.039529, 0.371438, 2.063288], [-0.213961, 0.064218, -0.307242], [1.546719, -4.948262, 2.290888], [2.725469, -4.440732, 2.289518], [1.353359, -5.726682, 1.239238], [1.465539, -5.708872, 3.394038], [0.057629, -3.615392, 2.424328], [-1.162191, -4.323202, 2.888128], [0.538569, -2.488872, 3.197698], [0.197249, -2.989322, 0.816488], [-1.079931, -3.723392, 0.173578], [-1.033051, -5.193012, 0.174088], [-2.346321, -3.243132, 0.735478], [-1.130821, -3.238842, -1.714712], [-0.767891, -1.949912, -1.875392], [-0.192861, -4.001932, -2.379612], [-2.368541, -3.418032, -2.225302], [-3.940861, 4.448078, 2.585128], [-2.842261, 4.157718, 1.678808], [-2.975611, 4.487768, 0.333268], [-1.608341, 4.328828, -0.510012], [-1.043801, 3.031358, -0.455562], [-0.047071, 2.963438, -1.568492], [1.326109, 3.551048, -1.139422], [1.904889, 2.484278, -0.344472], [3.136759, 2.855998, 0.261708], [-4.608081, 3.592498, 2.689548], [-4.705921, 5.053488, 2.099068], [-3.570161, 4.875518, 3.516768], [-3.304591, 5.526898, 0.342128], [-3.867961, 4.073728, -0.136182], [-1.037931, 5.193358, -0.170412], [-2.097041, 4.428138, -1.479242], [-1.801471, 2.443848, -0.773172], [-0.397561, 3.502038, -2.448922], [0.087919, 1.966208, -1.987312], [1.313149, 4.469528, -0.552622], [2.085019, 3.659508, -1.914282], [3.450699, 2.075568, 0.954868], [3.152349, 3.828148, 0.754438], [3.876969, 3.105418, -0.498542], [3.471089, -1.251942, 2.806528], [3.144739, -1.666752, 1.458008], [4.300459, -1.691322, 0.574038], [3.958309, -1.147252, -0.846092], [2.546799, -1.467372, -1.182862], [2.128279, -0.772772, -2.333422], [2.738839, -1.348242, -3.643712], [2.369149, -2.755312, -3.636462], [3.033249, -3.423282, -4.654502], [4.276419, -1.847012, 3.237168], [2.633549, -1.164272, 3.498568], [3.788049, -0.217002, 2.677918], [4.515879, -2.740572, 0.372138], [5.194919, -1.201252, 0.958578], [4.662189, -1.647622, -1.511122], [4.268649, -0.102402, -0.855782], [2.757709, -2.410812, -1.475322], [2.524739, 0.240978, -2.276552], [1.069269, -0.598582, -2.523822], [3.809299, -1.352112, -3.438302], [2.475799, -0.764032, -4.525542], [4.094229, -3.350022, -4.415642], [2.987709, -3.019992, -5.666132], [2.813909, -4.490832, -4.672712], [-3.713941, -0.715892, 2.717828], [-2.979641, -0.031252, 1.621758], [-3.914821, 0.330418, 0.450928], [-3.230341, 1.159608, -0.446292], [-4.100691, 1.518588, -1.515322], [-2.406091, 1.251808, 2.086318], [-4.414821, -0.006832, 3.158398], [-2.943571, -0.920292, 3.461368], [-4.310291, -1.603072, 2.504798], [-2.238601, -0.753502, 1.279268], [-4.772381, 0.802198, 0.930618], [-4.206241, -0.621842, 0.007768], [-3.608441, 2.333948, -2.045402], [-5.144491, 1.711778, -1.267812], [-4.030311, 0.800268, -2.332132], [-2.339871, 1.109968, 3.084118], [-3.068811, 2.011608, 2.146408]],
  "forces_ev_per_angstrom": [[1.078, -1.063, -0.801], [-0.386, 2.047, -0.017], [-0.641, 0.353, -0.704], [0.274, 0.326, 0.856], [-2.709, -1.255, 1.152], [1.371, 1.390, -0.562], [0.244, 0.452, 0.023], [-0.392, 0.233, -0.123], [0.318, -0.969, 1.842], [3.382, 1.731, -1.465], [0.048, -0.577, -0.206], [-1.760, -2.356, 1.172], [-4.408, -2.863, -1.764], [0.935, 2.430, -0.496], [1.557, 0.821, -1.115], [1.142, -0.342, -0.085], [-0.467, -0.758, 0.039], [-1.683, 0.920, 0.821], [1.680, -0.002, 0.726], [-0.387, -0.145, -1.711], [0.197, -0.850, 1.649], [0.107, 1.026, -0.116], [-4.445, 1.760, 1.807], [1.663, -1.068, -0.837], [1.292, 0.883, -0.493], [0.419, -2.112, 0.399], [-0.301, 0.476, 1.085], [0.182, 0.551, -0.477], [0.603, -0.805, 0.704], [0.497, 1.104, -0.048], [-0.087, -0.204, -0.223], [0.655, 0.672, -0.534], [0.194, -1.188, -0.204], [0.649, -0.461, -0.480], [0.778, 0.808, -0.545], [-0.247, -0.687, 0.255], [-0.295, 0.495, 0.119], [0.105, -0.304, 0.829], [-0.440, 0.118, 0.025], [-0.625, 0.454, -0.769], [-0.022, 0.052, -0.233], [-0.870, 0.034, 0.699], [0.383, -0.833, -0.433], [0.569, 1.280, -0.112], [0.805, 0.136, 0.240], [-0.913, -1.023, -1.125], [0.827, 0.528, 1.784], [1.512, -0.605, 1.311], [-0.126, 2.086, -3.639], [-0.138, -1.304, 2.419], [-1.010, 1.767, -0.482], [1.806, -0.853, -0.247], [-0.127, -0.177, -0.179], [-0.343, -0.720, -0.644], [0.436, 0.084, 0.344], [0.231, -0.222, 0.666], [-0.310, 0.072, 0.340], [-0.050, -0.044, -0.172], [-0.911, 0.338, -0.318], [-1.308, -0.929, -0.091], [-0.003, 0.259, 0.151], [-0.200, -0.703, 0.832], [0.416, 0.303, -0.787], [-0.120, -0.337, -0.111], [0.527, -0.221, -0.090], [-0.782, 0.290, -0.018], [-0.467, 0.195, 0.142], [-0.440, 0.402, 1.199], [-1.137, 0.011, -2.030], [1.062, -1.395, 1.439], [-1.240, 0.304, -0.260], [1.329, -0.025, -1.449], [0.728, -0.602, 1.356], [-0.159, 0.145, 0.231], [-0.296, -0.498, 0.341], [0.536, -0.105, -0.400], [0.534, 0.518, -0.227], [-0.393, 0.403, -0.388], [-0.268, 0.062, -0.354], [-0.370, 0.790, 0.407], [0.206, 0.141, 0.323], [-0.471, -0.816, 0.317], [0.877, -0.183, 0.638], [-0.404, 0.353, -1.113]]
}

=====

[2]
{
  "formula": "C18H41InN3O16",
  "method": "ωB97M-V/def2-TZVPD",
  "total_charge": -1,
  "homo_lumo_gap_ha": 0.1362,
  "homo_energy_ev": -5.60,
  "energy_ev": -61728.6977,
  "multiplicity": 1,
  "elements": ["In", "O", "C", "O", "O", "H", "O", "C", "O", "O", "H", "O", "C", "O", "O", "H", "O", "C", "O", "O", "H", "C", "O", "C", "C", "N", "C", "C", "O", "C", "H", "H", "H", "H", "H", "H", "H", "H", "H", "H", "H", "H", "H", "H", "H", "C", "C", "C", "O", "C", "N", "H", "H", "H", "H", "H", "H", "H", "H", "H", "H", "H", "C", "C", "C", "O", "C", "N", "H", "H", "H", "H", "H", "H", "H", "H", "H", "H", "H"],
  "xyz": [[0.444643, -1.099089, 0.545386], [2.510596, 1.917731, -3.055087], [2.138559, 1.105598, -2.054981], [1.014585, 0.591051, -2.069659], [2.868730, 0.921815, -1.147968], [1.709796, 1.627849, -3.498134], [0.834537, 3.797029, 2.021439], [0.769321, 2.496769, 1.633968], [1.814827, 1.839894, 1.603555], [-0.334478, 1.957140, 1.324692], [1.684235, 3.976625, 2.430525], [1.012602, -5.735616, 2.127145], [0.874942, -4.589291, 1.620890], [1.820601, -3.846997, 1.390556], [-0.258196, -4.183926, 1.213569], [1.958209, -5.892802, 2.074926], [4.395425, -2.888156, 1.752807], [4.485887, -1.610141, 1.399994], [3.449591, -0.971444, 1.154412], [5.564918, -1.088595, 1.255112], [3.478428, -3.073949, 1.537896], [3.157345, -2.487511, -2.119721], [1.859158, -2.758730, -1.682119], [1.222018, -3.500336, -2.731615], [-0.273173, -3.572355, -2.519252], [-0.786295, -2.293905, -2.106456], [-2.215745, -2.342146, -1.986384], [-2.829060, -1.002274, -1.653149], [-2.297776, -0.263077, -0.632185], [-3.097078, 0.837164, -0.160955], [3.031634, -1.748891, -2.911387], [3.663860, -3.324396, -2.600537], [3.637051, -2.084570, -1.227754], [1.692074, -4.466820, -2.913427], [1.407492, -2.894320, -3.618421], [-0.325230, -4.244970, -1.663099], [-0.729836, -3.957802, -3.430831], [-0.741342, -1.817591, -2.995950], [-2.397358, -2.946208, -1.097439], [-2.770269, -2.751895, -2.830605], [-3.882126, -1.243954, -1.509180], [-2.635506, -0.404822, -2.544051], [-2.952034, 1.152072, 0.872435], [-4.148941, 0.585054, -0.295560], [-2.826258, 1.669172, -0.810973], [-2.015335, 6.396586, -1.495746], [-1.342508, 5.086724, -0.843103], [-1.069682, 4.078453, -1.964251], [-0.203083, 4.609014, -2.995036], [-0.260738, 3.697760, -4.101866], [-0.120647, 5.573240, -0.228924], [-1.534645, 6.695447, -2.427257], [-2.021165, 7.193466, -0.752081], [-3.099178, 6.414771, -1.609990], [-2.043806, 4.555166, -0.199881], [-2.031386, 3.816655, -2.405498], [-0.655914, 3.179910, -1.506518], [0.680724, 3.213134, -4.360507], [-0.643688, 4.325151, -4.906748], [-1.017580, 2.913426, -4.112334], [-0.109852, 4.988694, 0.594658], [0.545781, 5.217677, -0.899403], [0.130291, 0.164951, 4.807887], [0.335530, -1.251628, 4.368919], [-0.807988, -2.171021, 3.922146], [-1.503783, -1.613416, 2.763123], [-2.900398, -1.804951, 2.754328], [1.459780, -1.256543, 3.480026], [0.148889, 0.901360, 4.004485], [0.945944, 0.460578, 5.467744], [-0.814486, 0.303724, 5.333476], [0.774269, -1.730363, 5.244383], [-1.517483, -2.052682, 4.741126], [-0.561690, -3.229489, 3.838023], [-3.168193, -2.807437, 3.088080], [-3.158591, -1.732756, 1.697808], [-3.463395, -0.985009, 3.200231], [2.024658, -2.076021, 3.651684], [2.018988, -0.462949, 3.758587]],
  "forces_ev_per_angstrom": [[1.488, 0.368, 0.244], [-0.866, -0.289, -0.954], [1.235, 0.478, 1.468], [-3.555, -1.396, -0.881], [3.361, -0.566, 3.138], [-0.456, 1.064, -2.186], [-1.196, 0.749, 0.311], [0.068, -3.177, -0.730], [1.305, 0.184, 0.553], [-0.914, 1.320, 0.090], [0.322, -0.367, -0.286], [0.377, -4.309, 1.861], [-3.086, 5.578, -3.893], [3.562, 0.843, 0.579], [-1.324, -0.736, 0.797], [0.400, -0.265, 0.376], [0.272, -0.207, 0.158], [0.846, -0.882, -0.322], [-2.794, 1.366, -0.675], [1.866, 0.809, 0.263], [-1.214, -1.220, 0.225], [0.000, 1.154, 0.292], [-1.114, -2.008, -0.366], [0.052, 1.856, -0.162], [1.653, -1.310, 1.691], [-0.465, 0.541, -1.707], [-0.343, -0.262, 3.128], [-0.218, 0.263, -2.036], [1.008, -0.388, 2.929], [0.001, -0.057, -1.185], [0.572, 0.544, -0.020], [0.120, -0.445, 0.490], [0.578, 0.060, -0.496], [-0.069, -0.248, 0.314], [0.038, 0.030, -0.617], [-0.870, -0.381, -0.049], [-0.291, -0.280, 0.037], [1.048, 1.436, 0.015], [-0.287, -0.630, -0.053], [0.057, -0.110, -0.273], [-0.392, 0.481, -0.054], [-0.778, 0.342, -0.650], [0.694, -0.590, -0.066], [-0.179, 0.024, -0.042], [-0.269, 0.335, 0.111], [-0.711, -0.578, 1.288], [-1.329, 2.183, -2.942], [-0.103, 0.474, 0.490], [-0.823, -1.822, 0.561], [-0.333, 1.085, -0.937], [-0.773, -0.997, 0.228], [0.100, -0.008, 0.232], [1.060, 0.171, 0.032], [-0.320, -1.022, -0.738], [0.116, 0.341, 0.488], [-0.195, -0.053, -0.200], [0.341, -0.246, -0.129], [0.174, 0.460, 0.193], [0.585, 0.014, -0.621], [-0.094, -0.157, 1.063], [1.218, 0.065, 0.406], [1.050, 0.168, 0.496], [-1.113, 0.963, 0.014], [0.984, -1.409, 0.664], [-1.314, 2.282, 0.259], [1.387, -0.354, 0.638], [0.251, -0.061, -1.396], [0.214, 0.219, -1.422], [-0.154, -0.234, -0.413], [-0.025, -0.138, 0.174], [-0.013, -0.001, 0.162], [-0.816, -0.529, 0.763], [-0.246, -0.387, 0.267], [0.255, 0.116, -0.545], [-0.160, 0.124, 0.293], [-0.188, -0.226, -0.151], [0.151, -0.101, 0.753], [0.135, -0.274, -0.586], [0.447, 0.232, -0.756]]
}

=====

[3]
{
  "formula": "C18H41N2OP3SSm",
  "method": "ωB97M-V/def2-TZVPD",
  "total_charge": 3,
  "homo_lumo_gap_ha": [0.2436, 0.2830],
  "s2": 8.77,
  "homo_energy_ev": [-17.14, -17.15],
  "energy_ev": -80940.5099,
  "multiplicity": 6,
  "elements": ["Sm", "P", "P", "P", "H", "C", "C", "H", "C", "C", "C", "C", "C", "C", "C", "C", "C", "H", "H", "H", "H", "H", "H", "H", "H", "H", "H", "H", "H", "H", "H", "H", "H", "H", "H", "H", "H", "H", "H", "H", "H", "H", "H", "H", "H", "H", "C", "C", "C", "C", "C", "C", "O", "H", "H", "H", "H", "H", "H", "N", "C", "N", "S", "H", "H", "H", "H"],
  "xyz": [[-0.118293, -0.176771, -1.393584], [0.458304, -2.766513, -2.193378], [2.467886, -0.253628, -0.129388], [-3.000014, 0.291573, -1.734286], [1.948108, 4.313588, -1.070501], [0.878396, 4.363222, -0.856731], [0.382604, 4.467717, 0.389966], [1.027886, 4.629685, 1.263013], [1.218249, -2.960734, -3.853471], [1.471780, -3.932309, -1.213340], [-1.108600, -3.700929, -2.364104], [2.760368, 1.292475, 0.803888], [2.835615, -1.509669, 1.153247], [3.992938, -0.344961, -1.148398], [-3.454098, 1.880253, -0.909471], [-4.036126, -0.931818, -0.824073], [-3.991124, 0.390945, -3.258421], [0.204162, 4.238729, -1.711224], [-0.700951, 4.496406, 0.559928], [1.317562, -4.029113, -4.090700], [2.225953, -2.526142, -3.881006], [0.604131, -2.470563, -4.620429], [1.435749, -4.933544, -1.668146], [1.063078, -3.973546, -0.196404], [2.511788, -3.586020, -1.163795], [-0.892399, -4.704258, -2.750428], [-1.801172, -3.188058, -3.043608], [-1.585427, -3.781408, -1.379673], [3.795065, 1.291879, 1.179455], [2.052434, 1.372053, 1.641688], [2.600894, 2.157985, 0.147928], [3.924678, -1.507356, 1.324004], [2.521653, -2.500549, 0.793672], [2.285073, -1.289812, 2.082415], [4.880351, -0.456051, -0.503352], [4.086256, 0.576240, -1.744134], [3.930439, -1.207980, -1.830624], [-4.337627, 2.326496, -1.388280], [-2.618130, 2.589849, -0.993161], [-3.651137, 1.722608, 0.157695], [-5.046093, -0.966747, -1.258412], [-4.077086, -0.699726, 0.248032], [-3.568357, -1.916493, -0.953631], [-5.051274, 0.379999, -2.976912], [-3.784176, -0.474871, -3.897403], [-3.763220, 1.303485, -3.816649], [0.246197, 1.062746, -4.563339], [0.777103, 0.381721, -5.656990], [0.220070, 0.669391, -6.906149], [-0.791219, 1.629272, -7.035803], [-1.312148, 2.274765, -5.910170], [-0.791896, 1.983039, -4.638931], [0.736196, 0.762688, -3.249921], [1.462072, 0.102040, -3.288604], [1.550530, -0.386167, -5.545437], [0.600514, 0.151300, -7.783283], [-1.170943, 1.897884, -8.022442], [-2.132641, 2.988434, -6.010466], [-1.179438, 2.442113, -3.722425], [0.086551, 1.278411, 2.609744], [-0.246790, -0.009026, 2.362785], [0.334878, -0.976141, 3.121525], [-1.270193, -0.446511, 1.067906], [0.391942, 1.580309, 3.531653], [-0.365821, 1.993213, 2.043970], [-0.052827, -1.907614, 2.997033], [0.638468, -0.768189, 4.067732]],
  "forces_ev_per_angstrom": [[-1.063, 0.681, 0.813], [0.426, -2.019, -0.869], [1.431, 0.115, 0.912], [-1.620, 0.392, 0.409], [-0.282, 0.307, 0.114], [-0.442, -0.705, 0.645], [0.225, 0.047, -0.565], [-0.236, -0.110, -0.401], [0.017, 0.318, -0.130], [-0.011, 0.316, 0.358], [-0.192, 0.352, 0.138], [-0.127, 0.236, -0.033], [-0.273, -0.341, -0.069], [-0.257, -0.034, -0.486], [0.408, 0.197, 0.011], [0.445, -0.369, 0.040], [0.325, -0.091, -0.536], [0.239, 0.237, 0.233], [0.423, 0.080, -0.057], [-0.135, 0.258, 0.082], [-0.160, -0.056, 0.041], [0.122, -0.183, 0.122], [-0.023, 0.352, 0.099], [0.149, -0.171, -0.166], [-0.213, -0.165, -0.050], [-0.060, 0.208, 0.067], [0.125, -0.165, 0.071], [0.044, -0.100, -0.181], [-0.316, 0.039, -0.108], [0.485, -0.041, -0.395], [0.158, -0.110, 0.192], [-0.454, -0.029, 0.065], [0.264, 0.264, 0.271], [0.451, -0.104, -0.519], [-0.388, 0.086, -0.229], [0.069, -0.308, 0.128], [0.194, 0.265, 0.187], [0.247, -0.200, 0.174], [-0.281, -0.002, 0.009], [0.028, -0.010, -0.273], [0.345, 0.080, 0.275], [-0.043, -0.098, -0.326], [-0.324, 0.027, 0.150], [0.274, 0.104, -0.086], [-0.119, 0.172, 0.019], [-0.034, -0.163, 0.020], [-0.230, -0.089, -0.759], [-0.563, 0.180, 0.188], [0.058, 0.242, 0.068], [0.040, 0.083, 0.156], [0.199, -0.266, 0.222], [0.142, -0.242, -0.141], [0.647, -0.363, 0.034], [0.135, 0.638, -0.778], [-0.164, 0.405, -0.059], [-0.089, 0.149, 0.137], [0.083, -0.223, 0.285], [0.346, -0.178, 0.012], [0.145, 0.006, -0.403], [-1.121, -0.705, -0.103], [1.535, 0.303, 1.220], [-1.470, 0.610, -0.331], [-0.054, 0.021, 0.006], [0.118, -0.162, -0.179], [0.089, -0.205, 0.263], [0.164, 0.182, 0.112], [0.145, 0.059, -0.113]]
}